Entry from the OMol25 dataset: a cluster of 10 separate species, C58H122F15N5O14 in total in a non-equilibrium geometry (the ωB97M-V functional and the def2-TZVPD basis).

Calculated values
Gap between HOMO and LUMO (alpha / beta), eV: 3.422 / 2.709
E, hartree: -5107.2281
Spin multiplicity: 2
Total charge: +1

```
214
Properties=species:S:1:pos:R:3:forces:R:3:lowdin_spin:R:1
C 17.0869 28.8113 -14.0034 -1.2 2.1 -0.1 0.000
C 15.6990 29.5622 -13.9877 0.1 -2.4 -0.8 0.000
C 14.6855 29.0017 -15.0365 0.8 -1.2 1.1 0.000
C 13.6921 30.0461 -15.3329 -1.1 0.5 -1.6 0.000
N 12.3444 29.5571 -15.9886 -0.4 1.2 -1.1 0.000
C 11.7154 30.7627 -16.8020 -1.7 -0.9 2.0 0.000
C 12.1214 30.7296 -18.2558 0.7 1.8 0.6 0.000
C 12.8749 29.4484 -18.4744 0.2 -0.1 0.1 0.000
C 12.5220 28.6094 -17.2619 0.6 -0.5 1.3 0.000
C 11.3394 29.0446 -14.8805 -0.5 1.1 -0.2 0.000
C 10.7300 30.1867 -13.9443 1.7 -0.3 -1.1 0.000
C 9.7551 29.7079 -12.9079 -0.7 0.0 0.2 0.000
H 17.5393 29.4181 -13.2189 1.0 -0.8 0.1 0.000
H 17.5742 29.0392 -14.9514 0.3 -0.3 0.1 0.000
H 17.0473 27.7432 -13.7896 -0.1 0.2 0.1 0.000
H 15.8490 30.6198 -14.2048 0.1 0.0 0.5 0.000
H 15.3194 29.3162 -12.9960 -0.4 0.9 0.1 0.000
H 14.1643 28.1337 -14.6329 0.1 -0.2 0.3 0.000
H 15.2508 28.5955 -15.8753 -0.2 0.4 -0.4 0.000
H 14.1372 30.7487 -16.0375 -0.3 0.2 -0.2 0.000
H 13.4650 30.6249 -14.4376 -0.5 -0.2 0.0 0.000
H 10.6414 30.5776 -16.7842 -0.1 -0.5 0.2 0.000
H 11.7646 31.6654 -16.1930 0.8 0.1 -0.3 0.000
H 11.2183 30.8888 -18.8450 0.2 -0.4 -0.2 0.000
H 12.7801 31.5864 -18.3981 0.0 0.0 -0.5 0.000
H 12.5782 28.9896 -19.4176 -0.1 -0.4 0.3 0.000
H 13.9473 29.6264 -18.5543 0.0 0.0 0.2 0.000
H 11.5662 28.1165 -17.4399 0.0 0.0 0.3 0.000
H 13.3150 27.9130 -16.9894 -0.4 -0.3 -0.1 0.000
H 11.7834 28.2885 -14.2329 0.7 0.3 -0.2 0.000
H 10.5658 28.4698 -15.3897 -0.1 0.3 -0.3 0.000
H 10.2056 30.9969 -14.4509 0.4 -0.2 -0.6 0.000
H 11.5561 30.6684 -13.4213 0.2 -0.1 -0.1 0.000
H 9.7778 28.6502 -12.6454 0.3 0.1 0.0 0.000
H 8.7684 29.9611 -13.2957 -0.3 -0.4 0.3 0.000
H 9.9059 30.3240 -12.0215 -0.1 -0.3 0.2 0.000
C 7.9687 26.8248 -10.7421 0.9 -0.8 -0.7 0.000
C 8.9630 25.7017 -11.2734 -2.5 -1.7 -2.5 0.000
O 9.0180 25.2579 -12.4339 0.4 2.3 4.0 0.000
N 9.4153 24.7625 -10.1787 0.2 0.2 -0.6 0.000
H 9.9264 25.3069 -9.4986 2.9 1.2 0.2 0.000
H 8.6718 24.5914 -9.5169 -1.3 -0.8 -0.4 0.000
C 10.0817 23.4796 -10.6446 -1.1 0.0 0.5 0.000
H 6.9654 26.4413 -10.9273 0.0 -0.4 -0.1 0.000
H 7.9901 27.7486 -11.3201 0.5 -0.1 0.0 0.000
H 8.0307 27.0457 -9.6765 0.5 -0.1 -0.1 0.000
H 10.8705 23.6486 -11.3777 -0.2 0.3 0.3 0.000
H 9.2681 22.8991 -11.0795 0.3 0.0 -0.2 0.000
H 10.4225 22.9503 -9.7548 0.2 0.3 -0.1 0.000
C 7.9092 31.3726 -15.9684 0.6 -0.1 -0.5 0.000
C 7.7744 30.8358 -17.4673 -1.4 0.5 1.4 0.000
N 6.3441 30.2867 -17.7671 -2.7 1.9 0.2 0.000
C 6.1042 30.2076 -19.2791 1.6 -1.7 0.4 0.000
C 5.9405 28.9398 -16.9871 0.8 0.7 -1.7 0.000
C 6.9966 27.8493 -16.9718 0.2 0.7 1.4 0.000
C 5.1628 31.3238 -17.3486 1.5 -0.7 0.7 0.000
C 5.2068 32.7430 -17.9984 0.0 -0.9 -1.2 0.000
O 6.4349 33.4751 -18.0711 -1.8 -2.2 0.1 0.000
C 6.4758 34.4181 -17.0764 2.9 1.4 1.1 0.000
H 7.1166 31.9740 -15.5233 -0.7 -0.3 -0.7 0.000
H 8.7014 32.1190 -15.9103 0.4 -0.1 -0.5 0.000
H 8.1794 30.6714 -15.1789 -0.2 -0.6 -0.4 0.000
H 8.4684 30.0623 -17.7963 0.1 -0.2 0.3 0.000
H 7.9284 31.6940 -18.1216 -0.3 -0.2 0.0 0.000
H 6.9154 29.5256 -19.5338 -0.1 -0.1 -1.0 0.000
H 6.2218 31.1252 -19.8555 0.3 0.2 0.7 0.000
H 5.1300 29.7838 -19.5230 0.1 -0.1 0.4 0.000
H 5.0777 28.4987 -17.4862 -0.4 0.8 0.1 0.000
H 5.7557 29.3048 -15.9768 -0.3 -0.3 -0.1 0.000
H 7.6898 28.2352 -16.2243 1.0 -0.4 -0.4 0.000
H 7.4502 27.5010 -17.8997 0.0 0.6 -0.1 0.000
H 6.5526 26.9981 -16.4557 -0.3 -0.1 -0.2 0.000
H 5.0883 31.2636 -16.2628 0.5 0.6 0.1 0.000
H 4.2502 30.8066 -17.6448 0.1 0.2 -0.5 0.000
H 4.4183 33.3524 -17.5570 0.0 -0.1 0.2 0.000
H 4.9131 32.5748 -19.0346 -0.1 0.2 0.0 0.000
H 7.5482 34.5544 -16.9373 0.4 0.9 -0.4 0.000
H 6.3413 34.1176 -16.0373 -1.5 -0.4 0.0 0.000
H 6.0511 35.3763 -17.3756 -0.4 -0.1 0.3 0.000
C 8.2052 24.0651 -20.2964 -1.5 0.9 0.2 0.000
C 8.8828 25.0055 -19.3402 0.2 -1.3 -0.4 0.000
N 9.3963 24.2841 -18.0457 -0.5 -0.2 3.0 0.000
C 8.2466 23.7637 -17.1062 -0.8 0.6 -1.4 0.000
C 10.2585 22.9884 -18.1897 -0.2 1.0 0.8 0.000
C 11.4392 23.2241 -19.1023 0.2 -0.2 -0.5 0.000
C 10.0616 25.3580 -17.1248 0.9 -0.8 -1.0 0.000
C 10.4465 24.9721 -15.6497 -1.4 0.7 -0.7 0.000
O 11.3483 25.9773 -15.1800 -0.5 -0.3 -1.5 0.000
C 12.0672 25.5548 -14.0902 1.6 -0.2 2.2 0.000
H 8.8162 23.4092 -20.9164 -0.3 -0.2 0.4 0.000
H 7.6566 24.7774 -20.9126 0.5 0.1 -0.9 0.000
H 7.2953 23.6832 -19.8332 0.5 -1.2 0.1 0.000
H 8.1499 25.7875 -19.1417 0.4 -0.1 1.0 0.000
H 9.6420 25.5083 -19.9394 0.7 0.1 1.0 0.000
H 8.5621 23.1828 -16.2395 0.6 -0.2 -0.4 0.000
H 7.5802 23.1607 -17.7231 0.2 -0.1 0.2 0.000
H 7.6675 24.6012 -16.7171 0.1 0.3 -0.3 0.000
H 9.6038 22.1402 -18.3897 -0.2 0.3 -0.8 0.000
H 10.5085 22.7085 -17.1663 0.3 0.4 0.1 0.000
H 11.6007 24.2870 -19.2820 -0.3 0.1 -0.3 0.000
H 11.2518 22.6756 -20.0255 0.1 0.4 -0.3 0.000
H 12.4209 22.9072 -18.7504 -0.3 -0.4 0.5 0.000
H 9.3682 26.1941 -17.2156 0.1 0.1 0.4 0.000
H 10.9687 25.6652 -17.6452 0.1 0.0 0.0 0.000
H 10.8226 23.9628 -15.4820 0.3 0.0 -0.4 0.000
H 9.5217 25.0391 -15.0767 0.0 -0.1 0.4 0.000
H 11.4872 25.3928 -13.1817 -0.4 0.0 -0.1 0.000
H 12.8331 26.2693 -13.7885 -0.3 0.7 -0.3 0.000
H 12.7093 24.6790 -14.1847 -0.4 -0.6 -0.8 0.000
C 14.5927 24.0189 -24.3006 0.4 -1.8 0.0 0.000
C 14.8491 22.4251 -24.2001 0.3 0.9 1.3 0.000
N 15.5485 21.9865 -22.8685 1.4 -0.8 1.7 0.000
C 16.8305 22.7708 -22.6097 -0.3 0.6 -1.3 0.000
C 14.6965 22.2508 -21.5807 -1.0 0.4 -1.9 0.000
C 15.3045 22.0361 -20.1990 0.3 0.3 -0.7 0.000
C 15.9083 20.4347 -22.9075 -1.0 0.5 0.0 0.000
C 16.8227 19.9878 -24.1180 -1.6 0.0 2.4 0.000
O 18.0107 20.6223 -23.9036 2.1 1.7 -0.9 0.000
C 18.9905 19.9548 -23.1618 1.1 -0.7 0.8 0.000
H 13.8995 24.2396 -25.1123 0.2 -0.3 -0.2 0.000
H 15.5727 24.4461 -24.5130 -0.2 0.2 -0.1 0.000
H 14.1793 24.5470 -23.4414 0.0 -0.5 0.3 0.000
H 15.5399 22.1233 -24.9874 0.1 0.4 0.1 0.000
H 14.0389 21.7024 -24.2967 -0.6 0.6 0.2 0.000
H 16.5742 23.7113 -22.1220 -0.1 -0.1 -0.1 0.000
H 17.2090 22.9811 -23.6100 0.5 0.1 0.3 0.000
H 17.5909 22.2582 -22.0206 -0.5 -0.3 -0.1 0.000
H 13.7504 21.7671 -21.8238 0.1 -0.9 0.7 0.000
H 14.3305 23.2708 -21.6980 0.7 0.4 0.1 0.000
H 14.5753 22.4532 -19.5044 -0.2 -0.8 0.2 0.000
H 16.1603 22.6755 -19.9828 0.2 0.1 -0.5 0.000
H 15.6440 21.0164 -20.0172 -0.6 0.0 0.3 0.000
H 14.9521 19.9361 -22.7486 -0.3 -0.1 -0.9 0.000
H 16.3634 20.1731 -21.9522 0.6 0.5 -0.1 0.000
H 16.3452 20.2851 -25.0517 0.4 -0.3 -0.1 0.000
H 16.9956 18.9169 -24.0117 -0.6 -0.3 -0.4 0.000
H 18.7231 19.7848 -22.1189 -0.7 -0.5 0.1 0.000
H 19.9369 20.4692 -22.9954 -0.3 1.1 -0.8 0.000
H 19.3688 19.0493 -23.6362 -0.7 -0.4 -0.1 0.000
C 5.5433 25.7879 -26.7263 -1.5 2.3 3.0 0.000
O 6.8864 25.7335 -26.1402 1.9 -0.8 0.3 0.000
O 4.7902 26.6363 -25.9500 1.0 -2.1 -2.7 0.000
C 5.8004 26.0198 -28.2732 1.6 1.4 1.7 0.000
F 4.7693 26.2383 -29.0709 -0.9 -0.8 0.0 0.000
F 6.6120 27.0798 -28.5434 0.3 -0.1 0.2 0.000
F 6.4765 24.9103 -28.6497 -0.2 -0.2 -1.1 0.000
C 7.0871 25.0177 -24.8954 -1.0 0.8 -1.2 0.000
C 8.5610 24.9677 -24.6182 0.0 0.0 -0.2 0.000
H 8.8098 24.3990 -23.7222 -0.3 0.1 0.4 0.000
H 8.9820 24.3803 -25.4341 0.6 0.6 -0.3 0.000
H 8.8870 25.9998 -24.4892 0.6 -0.3 -0.4 0.000
H 6.7683 23.9770 -24.9533 -0.7 -0.2 -0.2 0.000
H 6.5620 25.5432 -24.0977 -0.3 -0.1 0.1 0.000
H 5.3017 24.7270 -26.7916 -1.0 -0.7 0.4 0.000
C 9.3106 20.0833 -14.6772 -0.9 -1.6 -3.6 0.000
O 8.3964 19.1512 -14.0843 -0.5 0.0 1.5 0.000
O 8.8866 20.3011 -15.9822 1.2 1.3 2.6 0.000
C 9.4182 21.3488 -13.7812 -1.9 -1.6 0.9 0.000
F 9.3263 21.0803 -12.4173 -0.1 -0.2 -0.5 0.000
F 10.5460 22.0398 -13.8402 0.7 0.9 -0.9 0.000
F 8.3468 22.1335 -14.0372 0.6 0.7 0.1 0.000
C 8.9229 18.1505 -13.1965 -1.4 0.1 0.1 0.000
C 7.7227 17.2426 -12.7826 0.7 0.3 -0.3 0.000
H 7.4251 16.8349 -13.7487 -0.6 -0.4 0.4 0.000
H 7.9847 16.4735 -12.0560 0.6 -0.4 -0.4 0.000
H 6.8888 17.6862 -12.2385 0.0 0.8 -0.6 0.000
H 9.4221 18.5507 -12.3140 0.1 0.3 0.0 0.000
H 9.6071 17.5189 -13.7632 0.3 0.0 0.0 0.000
H 10.2292 19.4971 -14.7033 1.1 0.5 0.5 0.000
C 12.6862 26.8382 -9.4612 -2.2 0.1 1.6 0.000
O 12.5386 28.0621 -10.2019 1.0 -0.3 -0.5 0.000
O 11.4288 26.3554 -9.1885 1.2 -0.8 -1.3 0.000
C 13.7695 25.8460 -10.1141 -1.2 1.3 2.2 0.000
F 13.4925 25.4675 -11.3287 -1.2 -1.3 -1.8 0.000
F 14.9862 26.3407 -10.2138 1.5 1.5 0.2 0.000
F 13.9296 24.7987 -9.2815 -0.7 -0.5 -0.3 0.000
C 12.9402 29.2763 -9.5813 -1.1 1.3 -2.2 0.000
C 12.7776 30.3135 -10.7487 0.9 0.6 -0.3 0.000
H 13.7064 30.8654 -10.8930 0.3 -0.1 0.0 0.000
H 12.5767 29.8529 -11.7160 0.0 -0.5 0.2 0.000
H 12.0631 31.1342 -10.6858 -0.5 -0.3 0.7 0.000
H 13.9783 29.3555 -9.2586 0.0 -0.6 0.2 0.000
H 12.2466 29.6288 -8.8179 0.1 -0.6 0.5 0.000
H 13.1195 27.1604 -8.5144 0.8 -0.3 0.3 0.000
C 9.9314 28.6320 -20.8536 -0.2 0.8 2.8 0.000
O 9.3285 29.9247 -21.0156 0.2 0.2 -1.3 0.000
O 9.4537 28.1286 -19.6489 0.5 -0.4 -2.4 0.000
C 9.8722 27.8144 -22.2293 -1.2 -0.6 -0.6 0.000
F 8.9822 26.7893 -22.1617 0.5 0.4 0.3 0.000
F 9.5322 28.5018 -23.3618 0.4 0.0 1.4 0.000
F 11.0827 27.2471 -22.5324 -0.3 0.3 0.6 0.000
C 10.1455 30.9635 -21.5762 -2.3 1.9 1.0 0.000
C 9.1444 32.0778 -22.0752 1.2 -1.1 -1.2 0.000
H 8.6361 31.6678 -22.9479 -0.4 0.0 0.2 0.000
H 8.4298 32.4762 -21.3550 0.2 -0.4 0.2 0.000
H 9.7262 32.9038 -22.4842 0.1 0.2 0.2 0.000
H 10.8844 30.7355 -22.3444 -0.3 -0.5 -0.1 0.000
H 10.6278 31.4796 -20.7461 0.8 -0.3 0.2 0.000
H 10.9886 28.8651 -20.7266 0.8 -0.2 -0.4 0.000
C 7.9161 20.0319 -21.3713 1.4 -1.6 0.5 0.080
O 8.9877 20.8723 -21.7696 -0.3 0.2 -0.3 -0.002
O 8.4240 19.0643 -20.4943 -0.9 1.4 -0.7 0.849
C 6.6159 20.6418 -20.7761 -0.5 1.5 0.1 0.023
F 6.1313 21.6650 -21.5601 0.5 -1.2 0.3 0.003
F 5.6342 19.7097 -20.6558 1.3 1.0 -0.1 0.000
F 6.8599 21.2254 -19.5844 -0.2 -0.7 -0.2 0.005
C 9.1704 21.4403 -23.1192 -2.1 1.4 0.6 -0.001
C 10.5191 22.0792 -23.2127 1.1 -1.4 -0.1 0.000
H 10.7816 22.4982 -24.1841 -0.7 0.1 -0.1 0.000
H 10.6762 22.8503 -22.4584 0.0 -0.2 0.1 0.000
H 11.1897 21.2245 -23.1227 0.8 0.2 0.5 0.000
H 8.5036 22.2974 -23.2133 -0.7 -0.2 0.1 0.000
H 8.8903 20.7786 -23.9389 0.4 -0.5 0.3 0.000
H 7.5291 19.3680 -22.1443 0.0 0.0 -0.9 0.041
```
Positions in Å, forces in eV/Å.